1.
Entry from the Open Molecules 2025 dataset: 2 unconnected molecules or ions with the total composition C16H37BINO2 (ωB97M-V/def2-TZVPD).

Each line ends with the natural charge from an NBO analysis.
CARTESIAN COORDINATES (ANGSTROEM)
C1 0.201 0.391 5.010  -0.614
C2 -0.855 1.111 4.174  -0.403
C3 -1.597 0.297 3.088  -0.403
C4 -1.244 -1.183 2.901  -0.404
C5 -0.302 -1.530 1.740  -0.387
C6 1.200 -1.595 2.020  -0.401
C7 2.014 -0.297 1.936  -0.401
C8 1.425 0.819 1.105  -0.390
C9 2.404 1.964 0.959  -0.363
C10 1.857 3.037 0.013  -0.833
B1 2.620 4.370 0.139  0.458
I1 3.908 4.995 -1.470  -0.069
H1 0.696 -0.413 4.495  0.202
H2 0.970 1.098 5.293  0.209
H3 -0.216 0.030 5.936  0.205
H4 -1.595 1.486 4.864  0.203
H5 -0.411 1.993 3.726  0.196
H6 -2.652 0.349 3.318  0.203
H7 -1.506 0.766 2.121  0.197
H8 -0.902 -1.658 3.811  0.200
H9 -2.173 -1.678 2.648  0.204
H10 -0.531 -0.909 0.884  0.194
H11 -0.584 -2.535 1.451  0.202
H12 1.637 -2.329 1.360  0.205
H13 1.305 -2.015 3.013  0.199
H14 2.255 0.101 2.913  0.198
H15 2.969 -0.537 1.485  0.199
H16 0.550 1.233 1.584  0.192
H17 1.159 0.489 0.107  0.208
H18 3.367 1.594 0.622  0.201
H19 2.560 2.418 1.933  0.193
H20 0.810 3.176 0.266  0.239
H21 1.876 2.649 -0.997  0.232
H22 2.537 5.111 1.060  -0.076
C11 1.333 0.603 -3.817  -0.248
O1 0.598 0.456 -2.617  -0.564
C12 -0.630 1.172 -2.574  -0.069
C13 -1.787 0.206 -2.472  -0.241
N1 -1.945 -0.538 -3.716  -0.626
C14 -2.906 -1.635 -3.649  -0.246
C15 -2.552 -2.825 -2.767  -0.082
O2 -1.442 -3.567 -3.240  -0.547
C16 -0.171 -3.143 -2.783  -0.244
H23 2.264 0.053 -3.686  0.194
H24 0.801 0.186 -4.678  0.166
H25 1.575 1.652 -4.014  0.174
H26 -0.743 1.818 -3.449  0.182
H27 -0.612 1.808 -1.683  0.181
H28 -2.707 0.764 -2.276  0.193
H29 -1.595 -0.449 -1.609  0.167
H30 -1.046 -0.914 -3.990  0.353
H31 -3.046 -2.011 -4.665  0.203
H32 -3.871 -1.231 -3.325  0.190
H33 -3.402 -3.513 -2.786  0.189
H34 -2.404 -2.539 -1.718  0.161
H35 -0.223 -2.726 -1.776  0.170
H36 0.279 -2.405 -3.453  0.159
H37 0.480 -4.017 -2.766  0.189

Results
- multiplicity = 1
- E_tot (eV) = -31552.97742
- frontier orbital gap (eV) = 8.96
- structure (SMILES) = CCCCCCCCCCBI.COCCNCCOC
- net charge = 0
- energy relative to the best compared isomer or geometry (same formula, charge and spin) (kJ/mol) = 0.0
- largest force on an atom (Eh/bohr) = 0.012

---

2.
Entry from the Open Molecules 2025 dataset: a molecular structure, C16H37BrNO8S2 (ωB97M-V/def2-TZVPD).

Each line ends with the natural charge from an NBO analysis.
CARTESIAN COORDINATES (ANGSTROEM)
C1 -1.264 -0.229 4.030  -0.611
C2 0.306 -0.255 4.006  -0.395
C3 0.812 -0.472 2.521  -0.398
C4 1.433 -1.906 2.366  -0.434
C5 2.990 -1.934 2.218  -0.409
C6 3.769 -2.424 3.473  -0.390
C7 3.187 -3.697 4.151  -0.420
C8 3.000 -4.906 3.195  -0.641
S1 1.231 -5.314 2.887  2.191
O1 0.356 -4.757 3.949  -0.952
O2 0.959 -4.798 1.508  -0.977
N1 1.156 -7.003 2.904  -1.146
S2 -0.356 -7.565 2.494  2.098
O3 -0.821 -8.526 3.535  -0.924
O4 -1.377 -6.541 2.193  -0.904
Br1 -0.181 -8.843 0.627  -0.258
H1 -1.565 0.103 5.046  0.196
H2 -1.640 0.447 3.246  0.190
H3 -1.673 -1.251 3.921  0.221
H4 0.625 -1.088 4.663  0.200
H5 0.732 0.677 4.424  0.185
H6 -0.113 -0.471 1.908  0.192
H7 1.470 0.349 2.189  0.199
H8 1.017 -2.330 1.432  0.236
H9 1.033 -2.532 3.178  0.229
H10 3.314 -0.883 2.039  0.195
H11 3.261 -2.475 1.293  0.209
H12 3.928 -1.635 4.235  0.199
H13 4.795 -2.692 3.126  0.185
H14 2.241 -3.398 4.646  0.241
H15 3.851 -4.004 4.983  0.204
H16 3.545 -4.836 2.242  0.245
H17 3.410 -5.796 3.717  0.244
C9 -0.019 4.175 1.648  -0.253
O5 -0.154 2.850 1.165  -0.547
C10 -1.491 2.533 0.802  -0.090
C11 -1.689 2.598 -0.701  -0.090
O6 -1.556 3.929 -1.189  -0.558
C12 -0.292 4.164 -1.788  -0.263
H18 1.043 4.416 1.677  0.188
H19 -0.523 4.897 1.000  0.176
H20 -0.425 4.247 2.662  0.167
H21 -2.199 3.189 1.318  0.172
H22 -1.677 1.508 1.137  0.193
H23 -2.707 2.271 -0.936  0.182
H24 -0.994 1.925 -1.213  0.180
H25 -0.251 3.681 -2.771  0.181
H26 0.529 3.799 -1.166  0.181
H27 -0.175 5.240 -1.921  0.181
C13 -1.331 4.506 -5.508  -0.258
O7 -1.103 3.142 -5.191  -0.555
C14 -2.312 2.401 -5.081  -0.090
C15 -2.577 1.578 -6.329  -0.090
O8 -2.838 2.410 -7.454  -0.553
C16 -1.715 2.537 -8.309  -0.255
H28 -0.381 4.948 -5.807  0.188
H29 -2.041 4.619 -6.331  0.180
H30 -1.704 5.035 -4.626  0.172
H31 -3.155 3.064 -4.864  0.177
H32 -2.193 1.721 -4.231  0.189
H33 -3.471 0.970 -6.166  0.186
H34 -1.742 0.901 -6.531  0.177
H35 -1.575 1.616 -8.885  0.167
H36 -0.803 2.761 -7.751  0.180
H37 -1.910 3.356 -9.001  0.186

Results
- multiplicity = 1
- E_tot (eV) = -126772.87870
- frontier orbital gap (eV) = 7.83
- net charge = -1
- largest force on an atom (Eh/bohr) = 0.083

---

3.
Entry from the Open Molecules 2025 dataset: a molecular structure, C16H37O5PPdS3Si (ωB97M-V/def2-TZVPD).

Each line ends with the Mulliken spin population.
CARTESIAN COORDINATES (ANGSTROEM)
Pd1 -1.412 -1.303 0.755  0.095
C1 -5.912 2.159 1.481  0.001
C2 -5.537 1.040 2.440  -0.002
O1 -5.345 -0.186 1.744  0.005
P1 -3.843 -0.816 1.387  -0.043
S1 -2.594 0.784 1.071  -0.033
S2 -1.813 -3.267 -0.161  1.007
O2 -3.298 -1.198 2.932  -0.003
C3 -4.035 -2.119 3.724  0.000
C4 -3.578 -3.551 3.480  -0.001
H1 -6.181 3.057 2.042  0.000
H2 -6.757 1.855 0.860  0.000
H3 -5.062 2.383 0.839  -0.002
H4 -6.335 0.870 3.169  -0.002
H5 -4.628 1.313 2.982  0.000
H6 -5.107 -2.017 3.521  0.001
H7 -3.861 -1.832 4.765  -0.001
H8 -3.654 -3.781 2.417  0.000
H9 -4.193 -4.248 4.055  0.000
H10 -2.534 -3.660 3.773  0.000
C5 1.036 0.354 -3.451  0.000
C6 -0.187 0.435 -2.539  -0.007
C7 -1.366 -0.325 -3.141  0.010
C8 -0.568 1.900 -2.325  0.001
O3 0.086 -0.229 -1.290  0.030
Si1 1.307 -0.055 -0.208  0.003
S3 0.882 -1.220 1.497  -0.034
O4 1.437 1.551 0.063  0.007
C9 2.479 2.355 0.597  -0.001
C10 3.264 1.611 1.678  -0.001
C11 1.801 3.582 1.204  0.000
C12 3.409 2.763 -0.549  0.000
O5 2.748 -0.453 -0.902  -0.003
C13 3.311 -1.722 -1.223  -0.001
C14 4.282 -1.469 -2.377  0.000
C15 2.242 -2.727 -1.650  -0.031
C16 4.072 -2.253 -0.007  0.002
H11 0.834 0.869 -4.392  0.000
H12 1.286 -0.686 -3.667  0.000
H13 1.893 0.825 -2.967  0.000
H14 -1.724 0.170 -4.046  0.001
H15 -2.171 -0.367 -2.407  -0.006
H16 -1.076 -1.350 -3.377  -0.002
H17 -0.854 2.352 -3.277  0.000
H18 0.274 2.448 -1.904  0.000
H19 -1.397 1.967 -1.626  -0.001
H20 2.580 1.268 2.456  0.001
H21 4.017 2.266 2.120  0.000
H22 3.752 0.736 1.245  0.000
H23 1.138 3.263 2.009  0.000
H24 1.204 4.091 0.447  0.000
H25 2.547 4.272 1.602  0.000
H26 3.824 1.863 -1.003  0.000
H27 4.220 3.397 -0.185  0.000
H28 2.844 3.309 -1.308  0.000
H29 3.742 -1.063 -3.233  0.000
H30 4.773 -2.399 -2.671  0.000
H31 5.040 -0.747 -2.069  0.000
H32 1.683 -2.352 -2.507  -0.001
H33 1.535 -2.908 -0.838  0.014
H34 2.713 -3.673 -1.923  0.000
H35 4.855 -1.546 0.279  0.001
H36 4.528 -3.217 -0.237  -0.001
H37 3.384 -2.369 0.830  -0.002

Results
- multiplicity = 2
- E_tot (eV) = -80589.92248
- frontier orbital gap (spin up / spin down) (eV) = 6.09 / 6.02
- net charge = -1
- energy relative to the best compared isomer or geometry (same formula, charge and spin) (kJ/mol) = 149.3
- expectation value of S² = 0.904
- largest force on an atom (Eh/bohr) = 0.027

---

4.
Entry from the Open Molecules 2025 dataset: a molecular structure, C16H38N2O3S2SiSn (ωB97M-V/def2-TZVPD).

Each line ends with the natural charge from an NBO analysis.
CARTESIAN COORDINATES (ANGSTROEM)
Sn1 0.083 -1.273 -1.600  1.096
C1 -2.269 1.679 -2.207  -0.622
C2 -2.615 0.980 -0.897  0.290
C3 -3.269 1.935 0.087  -0.658
C4 -3.487 -0.247 -1.135  -0.623
O1 -1.344 0.498 -0.365  -1.005
Si1 -0.745 0.687 1.157  2.357
S1 1.111 -0.505 0.629  -0.365
O2 -0.353 2.164 1.523  -0.980
C5 0.683 3.132 1.792  0.294
C6 1.909 2.442 2.371  -0.632
C7 0.082 4.112 2.792  -0.622
C8 1.027 3.819 0.476  -0.624
O3 -1.656 -0.169 2.114  -0.976
C9 -1.828 -0.471 3.525  0.293
C10 -2.451 -1.862 3.555  -0.621
C11 -2.776 0.569 4.112  -0.630
C12 -0.473 -0.436 4.214  -0.638
H1 -3.169 2.060 -2.679  0.238
H2 -1.789 0.965 -2.885  0.196
H3 -1.581 2.500 -2.024  0.223
H4 -4.205 2.307 -0.319  0.248
H5 -2.614 2.777 0.288  0.229
H6 -3.475 1.428 1.024  0.228
H7 -4.423 0.034 -1.610  0.240
H8 -3.696 -0.750 -0.193  0.231
H9 -2.957 -0.947 -1.797  0.190
H10 1.665 1.923 3.293  0.220
H11 2.670 3.183 2.590  0.242
H12 2.319 1.722 1.665  0.199
H13 -0.135 3.611 3.732  0.218
H14 -0.840 4.537 2.402  0.224
H15 0.778 4.922 2.988  0.230
H16 1.478 3.108 -0.213  0.199
H17 1.732 4.627 0.649  0.234
H18 0.134 4.239 0.021  0.222
H19 -3.378 -1.861 2.987  0.220
H20 -2.672 -2.151 4.577  0.230
H21 -1.773 -2.589 3.118  0.214
H22 -3.744 0.519 3.618  0.220
H23 -2.370 1.570 3.991  0.215
H24 -2.926 0.380 5.172  0.234
H25 0.203 -1.157 3.764  0.212
H26 -0.585 -0.675 5.266  0.243
H27 -0.037 0.556 4.129  0.207
N1 3.666 -3.336 -5.054  -0.492
C13 4.355 -2.407 -4.122  -0.252
C14 3.296 -1.663 -3.299  -0.256
N2 2.391 -2.550 -2.583  -0.633
C15 1.828 -3.566 -3.456  -0.262
C16 2.873 -4.324 -4.279  -0.250
H28 4.343 -3.811 -5.663  0.457
H29 3.029 -2.794 -5.656  0.438
H30 4.956 -1.691 -4.683  0.256
H31 5.021 -2.991 -3.482  0.237
H32 2.698 -1.030 -3.964  0.208
H33 3.797 -1.015 -2.577  0.255
H34 2.872 -2.988 -1.799  0.397
H35 1.123 -3.076 -4.138  0.207
H36 1.267 -4.279 -2.850  0.256
H37 2.375 -5.020 -4.954  0.256
H38 3.552 -4.890 -3.635  0.238
S2 0.317 -2.461 0.496  -0.398

Results
- multiplicity = 1
- E_tot (eV) = -61702.74888
- frontier orbital gap (eV) = 8.73
- net charge = +2
- largest force on an atom (Eh/bohr) = 0.020